1.
This record from OMol25 describes a molecular structure, C35H44NO3P2PdSi. The level of theory is ωB97M-V with the def2-TZVPD basis set.

Atoms and positions in Å:
C1 1.13156 -4.58613 -0.88823
C2 0.67696 -3.30842 -1.22399
N1 -0.21903 -2.67143 -0.43691
C3 -0.54376 -3.18899 0.76280
C4 0.00901 -4.39882 1.21142
C5 0.80399 -5.14378 0.34356
C6 1.29550 -2.68041 -2.47897
P1 0.57992 -1.00589 -2.68355
Pd1 -1.06710 -0.67876 -1.12902
P2 -2.63023 -1.24234 0.98556
C7 -1.43035 -2.40743 1.71063
C8 -1.54510 1.27992 -1.83494
C9 -0.74381 2.41108 -1.93663
C10 -1.35578 3.62715 -2.27301
C11 -2.72054 3.71128 -2.54489
C12 -3.48354 2.55357 -2.46074
C13 -2.89390 1.33110 -2.11576
O1 -1.88368 -5.93150 -5.59140
O2 -4.39754 -3.94523 -1.94483
H1 1.73116 -5.12231 -1.62403
H2 -0.26465 -4.75138 2.20501
H3 1.18453 -6.12659 0.64538
C14 2.13877 -0.05519 -2.79119
C15 -0.25291 -0.90190 -4.30018
H4 -2.03492 -3.13564 2.27628
H5 -0.81521 -1.85722 2.44522
H6 1.22146 -3.28127 -3.38301
H7 2.38761 -2.59517 -2.30916
C16 -3.03543 0.02821 2.17769
C17 -4.05677 -2.13786 0.38738
H8 0.32737 2.36785 -1.73200
H9 -0.76482 4.53119 -2.30783
H10 -3.19327 4.66557 -2.78043
H11 -4.54978 2.58080 -2.64990
H12 -3.52364 0.44171 -2.04910
H13 -3.91886 -4.69634 -2.32812
H14 -5.06156 -3.66906 -2.60636
H15 -1.52409 -5.04564 -5.67751
H16 -1.10421 -6.46895 -5.39395
H17 -2.48998 -0.34670 -0.17365
H18 2.75903 -0.40006 -3.64049
H19 1.93794 1.01967 -2.88190
H20 2.69677 -0.22618 -1.85828
H21 0.44902 -0.77977 -5.14074
H22 -0.86560 -1.80300 -4.44455
H23 -0.91899 -0.02718 -4.25114
H24 -4.55577 -2.59917 1.25158
H25 -4.70879 -1.40172 -0.10375
H26 -3.80200 -2.89998 -0.36704
H27 -3.80400 -0.35310 2.86617
H28 -2.15085 0.34072 2.74217
H29 -3.41774 0.90677 1.64532
O3 0.59691 0.17878 0.49040
Si1 1.27314 1.24532 1.44751
C18 2.13622 2.61855 0.48040
C19 3.17685 2.26227 -0.38763
C20 3.85816 3.22783 -1.13354
C21 3.53337 4.58161 -0.97166
C22 2.54498 4.95830 -0.05909
C23 1.86597 3.97945 0.67818
C24 -0.03966 2.06235 2.46514
C25 -0.97918 2.90457 1.85711
C26 -1.92855 3.57853 2.63427
C27 -1.92876 3.40232 4.02586
C28 -1.00279 2.54715 4.63414
C29 -0.06645 1.86116 3.84805
C30 2.60805 0.41000 2.46187
C31 2.96345 -0.90545 2.11593
C32 4.04709 -1.54559 2.73312
C33 4.75735 -0.89836 3.75161
C34 4.38490 0.39315 4.13863
C35 3.32240 1.04236 3.48976
H30 3.48392 1.21767 -0.46784
H31 4.62253 2.91510 -1.85078
H32 4.05551 5.33436 -1.56069
H33 2.28401 6.01685 0.06364
H34 1.13549 4.30379 1.42236
H35 -0.95592 3.07498 0.77638
H36 -2.66302 4.22909 2.14776
H37 -2.67058 3.92327 4.63457
H38 -1.00661 2.40105 5.71985
H39 0.66132 1.19338 4.31594
H40 2.39910 -1.43429 1.34507
H41 4.33939 -2.55643 2.43308
H42 5.59294 -1.39731 4.24566
H43 4.92478 0.89068 4.95042
H44 3.07130 2.05745 3.80554

Forces on atoms 1 to 6 (eV/Å):
-0.288 1.639 -1.294
1.519 -3.215 -0.530
-0.742 2.648 -1.227
0.351 -2.105 1.920
-1.254 1.232 -0.389
0.280 -1.396 1.092

Calculated values
LUMO level (spin up / spin down) = -2.10 / -6.16 eV
strongest force on any atom = 3.71 eV/A
energy above the lowest of the compared OMol25 structures with the same formula, charge and spin = 0.0 kJ/mol
spin multiplicity = 5
E_HOMO (spin up / spin down) = -6.368 / -10.772 eV
charge = +1
Kohn-Sham gap (spin up / spin down) = 4.27 / 4.61 eV



2.
This record from OMol25 describes 4 unconnected molecules or ions with the total composition C3H13NO4. The level of theory is ωB97M-V with the def2-TZVPD basis set.

Atoms and positions in Å:
C1 -0.57548 2.19849 1.66378
N1 -0.42669 2.09649 0.20831
C2 -1.02313 0.84891 -0.29892
C3 -0.57136 0.66568 -1.74545
O1 -0.81611 -0.28317 -2.43016
H1 -1.60919 2.38721 1.96617
H2 -0.34970 1.21869 2.08906
H3 0.10970 2.93349 2.06994
H4 -0.96249 2.83783 -0.22995
H5 -2.12046 0.87473 -0.32857
H6 -0.67759 0.04395 0.34721
H7 0.01240 1.56614 -2.03956
H8 1.56138 -0.25669 -0.95076
H9 2.95432 -0.48742 -1.86373
O2 2.11726 -0.78262 -1.52313
H10 0.05871 -2.02199 1.01655
H11 -0.44226 -2.92519 2.07831
O3 -0.39543 -1.98564 1.87847
H12 1.40216 -3.67459 -0.48401
H13 1.05819 -2.22991 -0.92663
O4 0.69575 -3.02438 -0.49691

Forces on atoms 1 to 6 (eV/Å):
-0.235 -0.585 -0.233
-0.479 -0.407 -0.094
0.307 0.571 -0.260
-0.209 0.326 0.887
0.061 0.068 -0.223
-0.017 0.312 0.100

Calculated values
structure (SMILES) = CNCC=O.O.O.O
LUMO level = 0.54 eV
strongest force on any atom = 2.02 eV/A
energy above the lowest of the compared OMol25 structures with the same formula, charge and spin = 223.3 kJ/mol
E_HOMO = -9.527 eV
Kohn-Sham gap = 10.06 eV



It is found that the DFT total energy values, taken in the order of the records, are -2740.25362 -477.77248 Ha.